A structure of composition C23H22BrN4O8SSeW, computed with ωB97M-V/def2-TZVPD.

```
61
Properties=species:S:1:pos:R:3:forces:R:3
W -0.168980 0.493970 -0.457354 -0.070 0.021 -0.669
O -1.740074 2.603076 1.155176 0.091 0.129 0.155
C -2.749296 1.780526 1.671846 -0.043 -0.010 -0.033
C -3.296591 0.836969 0.627919 0.023 -0.003 -0.015
C -4.637267 0.491112 0.666822 -0.016 -0.001 0.000
C -5.171248 -0.329980 -0.308348 -0.022 0.004 0.013
C -4.345694 -0.750084 -1.336073 0.009 -0.022 -0.030
C -3.022938 -0.365766 -1.322415 -0.009 0.010 0.035
N -2.480176 0.383078 -0.341205 0.224 0.020 0.012
H -2.116365 3.320568 0.630979 -0.035 -0.111 -0.102
H -3.580940 2.353804 2.087049 0.013 0.005 0.018
H -2.304735 1.223008 2.498841 -0.001 -0.013 -0.009
H -5.257389 0.887440 1.459678 0.005 -0.002 0.002
H -6.214984 -0.612552 -0.281647 0.001 0.001 0.001
H -4.709715 -1.364709 -2.146490 -0.001 0.009 -0.002
H -2.363038 -0.654883 -2.125225 -0.007 -0.024 -0.003
O -2.198173 -4.999631 0.468733 -0.039 -0.028 -0.024
C -2.207845 -4.325511 1.609798 0.053 0.005 0.043
O -2.701914 -4.748779 2.617107 0.008 -0.003 -0.001
C -1.564440 -2.976612 1.605542 -0.095 0.005 -0.066
C -1.434467 -2.167356 2.721525 -0.045 0.014 0.045
N -0.863239 -1.020708 2.327026 0.135 -0.017 0.026
N -0.589993 -1.047458 1.022896 0.044 0.127 0.005
C -1.021648 -2.216743 0.567933 0.083 -0.016 0.086
C -0.803222 -2.383891 -0.885628 0.350 -0.103 0.072
O -1.079574 -3.390909 -1.495943 -0.087 0.015 0.018
O -0.225654 -1.318231 -1.382546 -0.293 0.239 -0.218
H -1.781925 -4.512323 -0.276751 0.000 0.011 -0.011
H -1.716544 -2.353529 3.744764 0.018 -0.009 -0.001
H -0.509801 -0.222178 2.851648 -0.068 0.031 -0.016
Br 2.522265 -1.956396 -0.068828 -0.074 -0.114 -0.141
C 2.719381 -0.625544 -1.374640 0.009 0.067 0.076
C 3.782494 -0.774244 -2.251783 0.042 -0.025 0.021
C 4.072907 0.244908 -3.133722 -0.010 0.010 -0.004
C 3.313420 1.403466 -3.075695 0.023 0.022 -0.016
C 2.261853 1.461027 -2.193696 -0.002 0.056 0.109
N 1.917359 0.449755 -1.369810 -0.069 -0.272 0.167
H 4.375244 -1.675558 -2.211523 -0.011 -0.004 -0.002
H 4.893317 0.146948 -3.831518 0.007 0.006 0.008
H 3.530589 2.256582 -3.702004 0.001 -0.002 0.001
H 1.671068 2.354243 -2.088107 -0.010 -0.001 -0.027
Se 0.935967 1.546123 1.589464 -0.169 0.065 0.347
C 2.531607 0.591431 2.100287 -0.002 0.115 -0.196
C 2.502607 -0.503461 2.954625 -0.005 0.016 0.080
C 3.685393 -1.094184 3.372210 0.002 -0.013 -0.014
C 4.906144 -0.593961 2.939400 -0.011 0.004 -0.013
C 4.938133 0.507452 2.096797 -0.009 -0.019 -0.018
C 3.753930 1.102948 1.681803 0.051 -0.067 -0.089
H 1.562376 -0.914474 3.297536 0.015 0.022 0.032
H 3.652903 -1.946373 4.038689 0.003 0.003 0.001
H 5.827839 -1.055957 3.266730 0.001 0.005 0.003
H 5.885370 0.913311 1.766204 0.006 -0.005 0.008
H 3.780652 1.968691 1.031559 -0.007 0.012 0.017
C -0.482659 3.478359 -3.552349 -0.026 -0.049 0.003
S -1.089549 2.499278 -2.227673 0.199 0.113 -0.034
O -2.447457 2.870749 -1.987749 0.000 -0.014 -0.053
O -0.169604 2.661217 -1.048993 -0.151 0.003 0.231
O -0.825397 1.059943 -2.552685 -0.036 -0.210 0.156
H -0.603482 4.521251 -3.266763 0.013 -0.001 0.005
H -1.103246 3.253705 -4.418044 -0.005 0.010 0.003
H 0.556421 3.237059 -3.755397 -0.004 -0.016 0.004
```
Forces are in eV/Å.

Computed properties:
Energy relative to the best compared isomer or geometry (same formula, charge and spin) ... 9.75 kcal per mole
Frontier orbital gap (alpha / beta) ... 8.1 / 7.3 eV
⟨S²⟩ ... 2.02
Total charge ... +1
Multiplicity ... 3

From a Löwdin analysis of the wavefunction, the atomic charges in e read:
1 W 1.505
2 O -0.163
3 C -0.190
4 C -0.220
5 C 0.009
6 C -0.012
7 C -0.007
8 C -0.108
9 N 0.003
10 H 0.105
11 H 0.136
12 H 0.112
13 H 0.127
14 H 0.125
15 H 0.125
16 H 0.109
17 O 0.154
18 C -0.487
19 O 0.138
20 C -0.015
21 C 0.055
22 N 0.036
23 N -0.110
24 C -0.152
25 C -0.558
26 O 0.134
27 O -0.222
28 H 0.080
29 H 0.155
30 H 0.092
31 Br 0.979
32 C -0.666
33 C -0.082
34 C -0.018
35 C -0.022
36 C -0.113
37 N -0.080
38 H 0.111
39 H 0.126
40 H 0.120
41 H 0.085
42 Se 0.822
43 C -0.638
44 C -0.182
45 C -0.087
46 C -0.075
47 C -0.073
48 C -0.149
49 H 0.082
50 H 0.111
51 H 0.110
52 H 0.109
53 H 0.099
54 C -0.097
55 S 0.486
56 O -0.254
57 O -0.498
58 O -0.404
59 H 0.090
60 H 0.090
61 H 0.063

=====

A cluster of 2 separate species, C23H22Cl2N in total, computed with ωB97M-V/def2-TZVPD.

```
48
Properties=species:S:1:pos:R:3:forces:R:3
Cl -5.415421 1.523237 2.807398 0.152 -0.133 0.013
C -3.914459 0.704827 2.730192 0.490 -0.369 0.016
C -3.808663 -0.620726 3.192392 0.209 -0.008 0.002
C -2.574602 -1.257183 3.163352 -0.029 0.207 0.043
C -1.409341 -0.583013 2.693471 -0.307 -0.082 -0.361
C -0.139500 -1.208046 2.847692 -0.246 0.713 0.814
C 1.119035 -0.545839 2.814398 0.472 0.081 0.003
C 2.278672 -1.353935 2.661632 0.177 0.158 0.046
C 3.543769 -0.787880 2.572255 -0.221 0.083 0.137
C 3.697347 0.600307 2.751615 -0.490 -0.495 -0.337
Cl 5.262670 1.290354 2.692111 -0.187 -0.057 0.032
C 2.575509 1.422822 2.938071 -0.282 -0.298 0.027
C 1.306875 0.860506 2.972050 0.178 0.065 -0.247
C -1.580812 0.704796 2.106875 -0.364 0.107 0.234
C -2.803752 1.360042 2.174026 0.267 -0.246 -0.002
H -4.694230 -1.118805 3.586343 0.279 0.103 -0.127
H -2.472760 -2.280060 3.538276 -0.079 0.365 -0.068
H -0.124909 -2.245794 3.189213 -0.008 0.292 -0.384
H 2.129881 -2.430984 2.567815 0.109 0.253 -0.048
H 4.422559 -1.395982 2.361194 -0.234 0.110 0.199
H 2.718094 2.492805 3.040424 -0.072 -0.132 0.103
H 0.445618 1.508036 3.137197 0.428 -0.200 0.150
H -0.745568 1.183955 1.599801 -0.316 -0.124 0.085
H -2.920184 2.378196 1.810203 0.046 -0.275 -0.074
C -1.118808 -5.282514 2.369075 0.367 1.099 0.564
C -0.939005 -4.142764 1.364357 -1.013 -0.161 -0.527
C -2.226368 -3.913743 0.556628 0.638 0.098 -0.639
N 0.154292 -3.497335 1.219424 1.312 -2.041 -0.763
C 0.714508 -3.163219 -0.151291 -1.441 1.220 0.328
C 1.937259 -3.972111 -0.517643 0.090 -0.249 0.168
C 1.847251 -4.935329 -1.529037 0.118 -0.032 0.331
C 2.918633 -5.795257 -1.782577 0.112 0.072 0.083
C 4.108164 -5.687273 -1.046431 -0.414 0.302 0.010
C 4.236091 -4.643001 -0.115209 -0.263 0.059 -0.102
C 3.164409 -3.773358 0.127999 -0.017 -0.411 -0.101
H -1.975536 -5.083809 3.028037 0.116 -0.225 -0.120
H -1.309109 -6.228068 1.832456 0.055 0.501 0.024
H -0.213291 -5.387826 2.970164 -0.102 -0.114 -0.051
H -3.117506 -4.022173 1.191712 0.361 -0.145 -0.145
H -2.239064 -2.896345 0.131799 0.038 -0.438 0.007
H -2.282547 -4.651200 -0.265047 -0.198 0.310 0.289
H -0.049391 -3.322455 -0.946224 0.363 0.300 0.478
H 0.993637 -2.099922 -0.119994 -0.133 -0.122 -0.196
H 0.925230 -5.012892 -2.114337 0.295 -0.099 0.270
H 2.798945 -6.558764 -2.555016 0.178 0.217 0.280
H 4.918388 -6.403768 -1.211110 -0.265 0.377 0.064
H 5.161950 -4.496621 0.442339 -0.174 -0.125 -0.240
H 3.270829 -2.936381 0.828101 0.005 -0.511 -0.269
```
Forces are in eV/Å.

Computed properties:
Energy relative to the best compared isomer or geometry (same formula, charge and spin) ... 7.90 kcal per mole
Frontier orbital gap ... 5.7 eV
Total charge ... +1

From a Löwdin analysis of the wavefunction, the atomic charges in e read:
1 Cl 0.773
2 C -0.633
3 C -0.062
4 C 0.014
5 C -0.184
6 C 0.108
7 C -0.182
8 C -0.001
9 C -0.067
10 C -0.631
11 Cl 0.771
12 C -0.063
13 C 0.009
14 C 0.004
15 C -0.062
16 H 0.121
17 H 0.128
18 H 0.123
19 H 0.110
20 H 0.117
21 H 0.119
22 H 0.114
23 H 0.121
24 H 0.121
25 C -0.033
26 C -0.402
27 C -0.043
28 N 0.055
29 C -0.145
30 C -0.226
31 C -0.043
32 C -0.075
33 C -0.074
34 C -0.072
35 C -0.041
36 H 0.072
37 H 0.100
38 H 0.078
39 H 0.077
40 H 0.078
41 H 0.093
42 H 0.112
43 H 0.110
44 H 0.113
45 H 0.109
46 H 0.109
47 H 0.104
48 H 0.077